Entry 1:
A cluster of 2 separate species, C2H2O3S in total at a distorted geometry, computed with the ωB97M-V functional and the def2-TZVPD basis.

Structure (XYZ):
```
8
Properties=species:S:1:pos:R:3:forces:R:3
C -1.85849 -1.04002 0.02854 2.8 0.8 -0.7
C 0.69705 0.89710 0.01376 -0.9 -1.0 -0.1
O 3.27060 0.30631 -0.09300 1.3 0.5 0.2
O -0.54231 0.44178 -0.10066 -2.0 -0.8 0.5
O -1.60058 -2.08445 -0.31855 -0.2 0.1 0.2
S 1.92229 -0.23632 0.07872 -1.5 0.6 -0.3
H -2.54647 -0.29646 0.35280 -0.4 0.6 0.2
H 0.65792 2.01206 0.03839 1.0 -0.8 -0.1
```
Positions in Å, forces in eV/Å.

* ΔE to the lowest compared entry with this formula, charge and spin: 4.754 eV
* lowest unoccupied orbital energy (spin up / spin down): -1.06 / -1.06 eV
* E: -701.16570 Ha
* total charge: 0
* orbital gap (spin up / spin down): 6.564 / 6.561 eV
* HOMO energy (spin up / spin down): -0.280 / -0.280 Eh

Atom charges from the Mulliken analysis, given in e for atoms 1 to 6: number 1, C, carries 0.426; number 2, C, carries 0.002; number 3, O, carries -0.552; number 4, O, carries -0.587; number 5, O, carries -0.169; number 6, S, carries 0.199


Entry 2:
An isolated molecule of C3H7NO at a distorted geometry, computed with the ωB97M-V functional and the def2-TZVPD basis.

Structure (XYZ):
```
12
Properties=species:S:1:pos:R:3:forces:R:3
C 1.10143 -0.33524 1.96629 0.0 0.7 0.1
C 0.32978 -0.36225 0.66086 0.9 -1.7 0.7
N 0.25977 0.72060 0.05399 -0.7 1.5 -0.9
O -0.47808 0.78304 -1.12124 -0.3 -0.7 -0.3
C -1.10254 -0.42203 -1.53842 0.7 -1.5 -0.9
H 0.57528 0.30614 2.70954 0.2 -0.7 -0.4
H 1.26060 -1.33771 2.33624 -0.1 -0.2 0.3
H 2.08880 0.14131 1.85906 -0.3 -0.2 -0.3
H -0.01633 -1.32086 0.22156 0.0 0.6 0.7
H -0.36032 -1.28332 -1.70908 -0.8 1.3 0.1
H -1.86737 -0.82777 -0.88031 0.0 0.3 0.7
H -1.64638 -0.26916 -2.47747 0.5 0.5 0.1
```
Positions in Å, forces in eV/Å.

* ΔE to the lowest compared entry with this formula, charge and spin: 3.221 eV
* lowest unoccupied orbital energy: 0.98 eV
* E: -248.40813 Ha
* total charge: 0
* SMILES string: C/C=N/OC
* orbital gap: 10.675 eV
* HOMO energy: -0.356 Eh

Atom charges from the Mulliken analysis, given in e for atoms 1 to 6: number 1, C, carries -0.874; number 2, C, carries 0.136; number 3, N, carries -0.338; number 4, O, carries -0.188; number 5, C, carries -0.733; number 6, H, carries 0.222